(1)
18
Properties=species:S:1:pos:R:3 method="wB97M-V/def2-TZVPD" homo_energy_ev=-13.09 relative_energy_ev=5.249 total_charge=+1 orbital_gap_ev=9.477
C 2.06 0.66 0.20
C 3.28 1.18 -0.20
C -2.61 2.05 -0.35
N 1.06 0.06 0.15
N -0.13 -0.38 0.02
N -1.27 0.30 -0.04
N -1.36 1.55 -0.06
N -0.48 -2.98 0.36
H 3.36 2.25 0.09
H 3.43 1.06 -1.23
H 4.04 0.76 0.48
H -2.50 3.14 -0.25
H -2.93 1.91 -1.42
H -3.44 1.60 0.23
H -0.98 -2.63 1.28
H -0.32 -1.57 0.10
H -1.32 -3.47 -0.21
H 0.34 -3.60 0.51


(2)
20
Properties=species:S:1:pos:R:3 method="wB97M-V/def2-TZVPD" homo_energy_ev=-11.56 relative_energy_ev=7.326 total_charge=+1 orbital_gap_ev=8.340
C 0.48 -0.57 1.05
C 1.26 0.43 0.25
C -0.77 -0.92 0.46
N 0.91 -1.81 0.17
N 1.06 0.39 -1.10
N 0.23 -0.54 -1.71
N -0.18 -1.47 -0.77
N 2.28 1.03 0.85
N -1.78 1.48 0.22
N -1.94 -1.26 0.82
H 1.79 -1.64 -0.30
H 1.83 0.76 -1.62
H 0.45 -0.84 -2.63
H 2.39 1.00 1.87
H 2.73 1.65 0.21
H -2.85 1.77 0.31
H -1.39 2.24 0.71
H -2.42 -1.99 0.22
H -1.58 1.47 -0.74
H -2.50 -1.19 1.75